ORCA calculation (ωB97M-V/def2-TZVPD) on C3H6FN as an isolated structure in a non-equilibrium geometry.

Last column: Mulliken charge in e.
Cartesian coordinates (Å):
C -1.98 0.39 0.19  -0.632
C -0.89 0.31 -0.51  -0.158
C 0.83 0.12 0.37  -0.033
N 1.41 -1.09 -0.11  -0.469
F 1.45 1.28 -0.10  -0.322
H -2.77 0.72 -0.38  0.279
H -2.00 0.11 1.17  0.281
H -0.51 0.66 -1.50  0.275
H 0.57 0.00 1.49  0.330
H 2.23 -1.32 0.45  0.221
H 1.66 -1.19 -1.06  0.227

Summary:
Relative energy (zero: lowest compared OMol25 entry of this formula, charge and spin): 1.710 eV
Total charge: 0
Strongest force on any atom: 0.12447 Eh/bohr
HOMO: -0.34557 hartree
E: -7413.1516 eV



ORCA calculation (ωB97M-V/def2-TZVPD) on an isolated ion of composition C3H6FN2 and charge +1 in a non-equilibrium geometry.

Last column: Mulliken charge in e.
Cartesian coordinates (Å):
F -0.99 -2.39 1.70  -0.177
C -0.56 -1.35 1.08  0.406
N 0.69 -1.25 0.63  -0.148
C 0.72 -0.13 -0.34  -0.488
C -0.57 0.65 -0.09  -0.344
N -1.28 -0.35 0.70  -0.068
H 1.49 -1.97 0.61  0.330
H 0.86 -0.52 -1.33  0.301
H 1.66 0.42 -0.32  0.350
H -0.48 1.48 0.49  0.312
H -1.10 0.94 -1.06  0.280
H -2.22 -0.39 1.12  0.245

Summary:
Relative energy (zero: lowest compared OMol25 entry of this formula, charge and spin): 0.000 eV
Total charge: +1
Strongest force on any atom: 0.07133 Eh/bohr
SMILES: FC1=[NH+]CCN1
HOMO: -0.55675 hartree
E: -8898.6989 eV



ORCA calculation (ωB97M-V/def2-TZVPD) on an isolated ion of composition C3H6FN4 and charge +1 in a non-equilibrium geometry.

Last column: Mulliken charge in e.
Cartesian coordinates (Å):
H 3.13 -0.05 -0.78  0.266
N 2.20 0.08 -0.40  -0.534
C 1.50 -0.95 -0.24  -0.087
C 0.15 -0.89 0.39  0.176
F -0.65 -1.89 -0.02  -0.259
C -0.66 0.57 0.09  0.257
N 0.10 1.64 0.00  -0.248
N -1.92 0.44 0.19  0.359
N -2.95 0.03 -0.27  -0.482
H -3.73 -0.03 0.39  0.311
H 1.79 -1.98 -0.47  0.396
H 0.23 -0.95 1.49  0.297
H 1.11 1.45 -0.09  0.293
H -0.28 2.53 -0.29  0.256

Summary:
Relative energy (zero: lowest compared OMol25 entry of this formula, charge and spin): 0.000 eV
Total charge: +1
Strongest force on any atom: 0.07670 Eh/bohr
SMILES: [H]/N=C/[C@H](F)C(=[NH2+])/N=N/[H]
HOMO: -0.53176 hartree
E: -11876.3615 eV



ORCA calculation (ωB97M-V/def2-TZVPD) on a 2-piece molecular cluster, C3H6FNO2 overall in a non-equilibrium geometry.

Last column: Mulliken charge in e.
Cartesian coordinates (Å):
C 0.08 0.63 1.08  -0.847
C 0.13 -0.98 -0.97  -1.067
C 0.08 -0.68 0.47  0.731
N -2.73 -0.12 0.16  0.501
O -2.71 0.92 0.81  -0.517
O -3.66 -0.67 -0.37  -0.519
F 0.02 -1.74 1.28  -0.245
H 0.57 1.36 0.46  0.313
H 0.48 0.61 2.09  0.355
H -0.99 0.98 1.18  0.284
H -0.01 -0.08 -1.55  0.303
H -0.63 -1.72 -1.24  0.321
H 1.10 -1.43 -1.24  0.386

Summary:
Relative energy (zero: lowest compared OMol25 entry of this formula, charge and spin): 5.542 eV
Total charge: 0
Strongest force on any atom: 0.04327 Eh/bohr
HOMO (spin up / spin down): -0.32256 / -0.27437 hartree
E: -11505.7510 eV



ORCA calculation (ωB97M-V/def2-TZVPD) on a single C3H6FNO2 molecule in a non-equilibrium geometry.

Last column: Mulliken charge in e.
Cartesian coordinates (Å):
O 1.64 1.09 0.22  -0.589
C 0.27 0.93 -0.22  -0.363
C -0.17 -0.49 0.10  0.471
C -1.64 -0.66 0.43  -0.275
F -2.44 0.03 -0.50  -0.300
N 0.47 -1.62 0.07  -0.441
O 1.75 -1.58 -0.37  -0.338
H 1.88 1.97 -0.07  0.312
H 0.22 1.16 -1.35  0.270
H -0.34 1.65 0.30  0.329
H -1.81 -0.13 1.40  0.192
H -1.89 -1.71 0.30  0.320
H 2.04 -0.65 -0.29  0.412

Summary:
Relative energy (zero: lowest compared OMol25 entry of this formula, charge and spin): 2.989 eV
Total charge: 0
Strongest force on any atom: 0.03675 Eh/bohr
SMILES: OC/C(CF)=N\O
HOMO: -0.36076 hartree
E: -11508.3041 eV



ORCA calculation (ωB97M-V/def2-TZVPD) on C3H6FNOSi as an isolated structure in a non-equilibrium geometry.

Last column: Mulliken charge in e.
Cartesian coordinates (Å):
C 0.08 0.13 -0.04  0.532
C 1.70 -1.06 0.17  -0.425
C 1.67 0.37 -0.42  0.268
N 0.24 -1.08 0.33  -0.587
O -0.94 0.91 -0.13  -0.337
F 2.35 1.34 0.24  -0.295
Si -2.54 0.52 0.15  0.343
H 2.08 -1.84 -0.49  0.246
H 2.21 -1.11 1.13  0.253
H 1.86 0.46 -1.49  0.261
H -3.08 1.86 0.09  -0.091
H -2.96 -0.34 -0.96  -0.088
H -2.68 -0.16 1.43  -0.079

Summary:
Relative energy (zero: lowest compared OMol25 entry of this formula, charge and spin): 0.000 eV
Total charge: 0
Strongest force on any atom: 0.08209 Eh/bohr
HOMO: -0.36513 hartree
E: -17339.8556 eV



ORCA calculation (ωB97M-V/def2-TZVPD) on a 2-piece molecular cluster, C3H6FNS overall in a non-equilibrium geometry.

Last column: Mulliken charge in e.
Cartesian coordinates (Å):
C 0.30 -0.83 0.82  -0.094
C 0.22 0.73 0.51  -0.469
C 1.36 -0.20 0.19  0.056
H -1.57 -1.42 1.07  0.333
H -0.06 -3.13 0.86  0.280
H 0.45 -1.39 1.84  0.265
H 0.45 1.22 1.39  0.361
H -1.90 0.32 -0.75  0.144
H 2.23 -0.11 0.66  0.338
N -0.69 -1.76 0.32  -0.684
F 1.62 -0.48 -1.14  -0.310
S -1.29 1.43 -0.39  -0.220

Summary:
Relative energy (zero: lowest compared OMol25 entry of this formula, charge and spin): 6.513 eV
Total charge: 0
Strongest force on any atom: 0.11508 Eh/bohr
HOMO: -0.33460 hartree
E: -18244.8199 eV



ORCA calculation (ωB97M-V/def2-TZVPD) on C3H6FNS as an isolated structure in a non-equilibrium geometry.

Last column: Löwdin spin population.
Cartesian coordinates (Å):
C 1.45 0.07 -0.09  0.550
C -0.59 1.21 -0.28  0.038
C -0.62 -1.06 0.35  0.046
N 0.16 0.05 -0.05  0.344
F 1.84 -1.66 -0.37  0.039
S 2.78 0.91 0.07  0.914
H -0.74 1.94 0.65  0.020
H -0.08 1.93 -0.90  0.005
H -1.48 0.84 -0.78  0.008
H -0.91 -1.73 -0.50  0.018
H -0.16 -1.75 1.10  0.009
H -1.65 -0.75 0.80  0.010

Summary:
Relative energy (zero: lowest compared OMol25 entry of this formula, charge and spin): 0.000 eV
2S+1: 3
Total charge: 0
Strongest force on any atom: 0.10723 Eh/bohr
HOMO (spin up / spin down): -0.22170 / -0.35450 hartree
E: -18245.3327 eV